# 1
Molecular formula: C45H41BBrF4N13PSW
Method: DFT, ωB97M-V with the def2-TZVPD basis set

The geometry in XYZ format:
```
108
Properties=species:S:1:pos:R:3:forces:R:3:mulliken_charge:R:1
W -0.195 -0.156 -0.300 -0.27 0.15 -0.21 0.612
C -1.149 2.729 -3.264 -0.12 0.09 0.04 -1.611
C -0.366 1.729 -2.791 0.20 -0.10 0.28 -0.364
N -0.697 1.429 -1.474 -0.32 0.28 -0.37 1.213
N -1.773 2.241 -1.188 -0.08 -0.13 0.13 0.236
C -2.035 3.027 -2.210 0.08 0.00 -0.08 0.134
B -2.704 1.967 0.039 0.11 -0.08 -0.01 0.534
N -1.797 1.831 1.290 0.02 -0.04 -0.01 1.068
C -1.996 2.451 2.445 -0.03 -0.03 -0.04 -0.137
C -1.226 1.841 3.431 -0.03 0.03 0.03 -1.461
C -0.560 0.843 2.781 0.02 -0.14 -0.13 -0.421
N -0.872 0.822 1.447 -0.04 0.18 0.37 -0.266
N -3.260 0.526 -0.157 0.14 0.00 -0.26 0.467
C -4.497 0.024 -0.146 -0.01 0.06 0.10 0.012
C -4.432 -1.358 -0.144 -0.04 0.03 0.03 -1.846
C -3.082 -1.637 -0.164 0.11 -0.07 0.09 -0.691
N -2.357 -0.505 -0.197 -0.24 0.02 0.06 0.070
N -3.656 3.085 0.198 -0.03 0.19 -0.16 0.180
C -5.007 3.274 0.353 0.07 -0.02 0.10 -0.158
C -5.232 4.611 0.494 -0.10 -0.07 0.01 -0.821
C -3.954 5.202 0.417 0.05 0.04 -0.05 -0.545
N -3.010 4.304 0.238 -0.01 -0.12 0.06 -0.966
H -1.116 3.194 -4.235 0.01 0.00 -0.01 0.558
H 0.411 1.189 -3.298 0.02 -0.01 -0.01 0.487
H -2.828 3.755 -2.143 0.00 0.00 -0.04 0.580
H -2.681 3.283 2.497 0.00 0.02 0.04 0.569
H -1.180 2.093 4.477 0.01 0.00 0.01 0.574
H 0.109 0.125 3.208 0.01 0.03 0.02 0.458
H -5.360 0.663 -0.117 -0.01 -0.02 -0.03 0.533
H -5.257 -2.047 -0.090 0.00 -0.02 -0.01 0.580
H -2.600 -2.598 -0.119 -0.05 0.04 -0.05 0.888
H -5.718 2.470 0.383 -0.02 0.02 0.00 0.439
H -6.181 5.099 0.634 0.00 0.00 0.00 0.482
H -3.695 6.248 0.477 0.00 0.01 0.02 0.517
F 0.931 -4.091 5.618 -0.01 -0.04 0.03 -0.225
C 1.170 -3.197 4.701 -0.02 0.02 -0.05 0.480
C 2.062 -2.162 4.934 -0.04 0.01 -0.06 0.328
F 2.676 -2.072 6.083 0.03 0.02 0.03 -0.229
C 2.308 -1.209 3.944 -0.02 -0.05 0.05 0.840
F 3.171 -0.256 4.244 0.06 0.12 -0.10 -0.265
C 1.674 -1.244 2.706 0.09 -0.01 0.08 -1.422
P 2.011 -0.107 1.306 -0.06 -0.24 -0.06 -0.310
C 3.524 -0.850 0.659 0.02 0.01 -0.01 1.618
C 3.672 -2.245 0.645 -0.03 -0.01 0.01 -0.691
C 4.856 -2.819 0.218 0.01 0.01 0.01 -0.932
C 5.919 -2.011 -0.170 0.01 -0.04 0.00 -0.765
C 5.787 -0.631 -0.144 -0.04 0.05 -0.04 -1.162
C 4.590 -0.047 0.246 0.04 0.01 -0.03 -0.812
C 2.370 1.600 1.742 0.19 0.00 0.10 1.543
C 3.582 1.889 2.389 -0.11 0.08 0.04 -0.970
C 3.914 3.200 2.689 0.02 -0.03 -0.01 -1.132
C 3.067 4.238 2.326 -0.02 0.04 -0.01 -0.920
C 1.883 3.967 1.650 0.04 -0.03 0.03 -1.417
C 1.533 2.658 1.367 -0.07 0.07 -0.11 -0.040
C 0.794 -2.303 2.521 -0.17 -0.19 0.02 0.854
Br -0.064 -2.562 0.840 0.17 -0.08 0.04 0.164
C 0.529 -3.270 3.465 0.11 0.09 0.12 0.655
F -0.309 -4.259 3.213 -0.04 -0.01 -0.04 -0.285
H 2.885 -2.897 1.001 -0.02 0.01 -0.01 0.371
H 4.967 -3.895 0.226 0.00 -0.01 -0.01 0.550
H 6.858 -2.460 -0.465 0.00 0.00 0.00 0.532
H 6.627 -0.001 -0.405 0.01 0.01 -0.02 0.564
H 4.515 1.030 0.275 -0.01 -0.01 -0.06 0.575
H 4.271 1.104 2.655 0.00 -0.05 0.07 0.620
H 4.843 3.410 3.201 0.00 -0.01 0.01 0.505
H 3.335 5.259 2.563 0.00 0.01 0.00 0.478
H 1.228 4.774 1.351 -0.01 0.01 0.00 0.589
H 0.598 2.492 0.846 0.12 0.03 0.02 0.876
C -3.492 -2.992 -4.532 0.03 0.02 0.16 -1.130
N -2.797 -2.140 -3.542 0.03 -0.11 0.08 0.219
C -2.991 -0.705 -3.774 0.00 -0.08 0.06 -0.825
C -1.928 -2.620 -2.666 -0.13 0.15 -0.20 0.297
S -0.498 -1.596 -2.339 0.11 -0.29 0.12 -0.056
N -2.014 -3.856 -2.185 0.01 -0.02 -0.01 0.264
C -3.303 -4.558 -2.036 0.09 0.09 -0.12 -1.199
C -0.861 -4.667 -1.779 -0.05 0.04 -0.05 -1.008
H -3.396 -2.494 -5.495 -0.02 -0.02 -0.01 0.407
H -4.548 -3.102 -4.294 0.00 -0.01 0.00 0.390
H -3.010 -3.962 -4.590 -0.01 -0.05 -0.01 0.411
H -4.043 -0.551 -4.010 0.01 0.03 0.00 0.467
H -2.384 -0.375 -4.617 -0.01 0.03 0.00 0.410
H -2.739 -0.140 -2.881 0.01 0.03 0.01 -0.034
H -4.122 -3.849 -2.099 -0.03 0.02 -0.02 0.385
H -3.302 -5.022 -1.050 -0.02 -0.04 0.00 0.446
H -3.426 -5.338 -2.785 -0.02 -0.02 0.00 0.418
H 0.062 -4.115 -1.923 0.02 -0.03 0.01 0.259
H -0.836 -5.567 -2.393 0.00 0.00 0.00 0.402
H -0.971 -4.970 -0.738 0.02 -0.02 0.02 0.371
N 7.632 -3.734 -6.784 0.03 -0.03 -0.01 -0.360
C 6.906 -3.157 -6.110 -0.06 0.05 0.02 -0.213
C 5.989 -2.439 -5.267 0.05 -0.02 -0.03 0.510
C 4.663 -2.859 -5.177 -0.06 -0.01 0.00 -0.904
C 3.774 -2.173 -4.368 0.09 -0.05 -0.04 -0.325
C 4.237 -1.086 -3.645 -0.08 0.14 0.21 0.860
C 5.548 -0.645 -3.727 0.00 -0.11 -0.06 -0.397
C 6.428 -1.327 -4.551 -0.01 0.04 0.04 -1.111
N 3.316 -0.379 -2.780 0.08 -0.03 -0.05 0.632
C 3.291 0.985 -2.561 0.06 -0.04 0.04 -1.209
C 2.254 1.227 -1.733 -0.14 -0.04 -0.01 -0.814
N 1.593 0.016 -1.468 0.49 0.23 -0.07 0.548
C 2.331 -0.927 -2.084 -0.12 -0.04 0.00 -0.774
H 4.333 -3.710 -5.757 0.00 0.00 0.00 0.500
H 2.733 -2.469 -4.333 -0.01 0.01 0.00 0.614
H 5.890 0.205 -3.154 0.02 0.03 0.03 0.351
H 7.457 -1.005 -4.637 0.00 0.00 -0.01 0.500
H 4.001 1.649 -3.023 -0.02 0.03 0.00 0.656
H 1.925 2.166 -1.325 -0.03 0.02 -0.02 0.824
H 2.174 -1.988 -2.027 -0.04 -0.02 -0.04 0.752
```
Positions in Å, forces in eV/Å.

2S+1	2
gap between HOMO and LUMO (spin up / spin down)	4.414 / 4.866	eV
ΔE to the lowest compared entry with this formula, charge and spin	49.99	kJ/mol
lowest unoccupied orbital energy (spin up / spin down)	-0.4903 / -0.4738	Eh
total charge	+4
HOMO (spin up / spin down)	-17.75 / -17.76	eV

# 2
Molecular formula: C45H41N6O2PPtS
Method: DFT, ωB97M-V with the def2-TZVPD basis set

The geometry in XYZ format:
```
97
Properties=species:S:1:pos:R:3:forces:R:3:mulliken_charge:R:1
Pt 0.754 -0.284 0.698 0.09 -0.03 -0.08 1.974
C 0.497 -4.405 3.239 -0.04 0.00 -0.02 -0.571
O -0.179 -3.254 3.817 -0.02 0.00 0.02 -0.451
C 0.262 -2.191 3.147 0.00 0.01 0.02 -0.104
N 1.070 -2.360 2.181 0.06 -0.02 0.01 -0.004
C 1.232 -3.829 2.008 0.06 0.01 0.00 -0.425
C 0.676 -4.287 0.683 0.00 -0.01 0.03 0.117
C -0.622 -3.943 0.314 -0.02 0.01 -0.01 0.081
C -1.132 -4.347 -0.910 0.00 0.01 0.00 -0.692
C -0.347 -5.100 -1.776 0.00 -0.01 0.00 -0.583
C 0.937 -5.465 -1.403 -0.01 -0.01 0.01 -0.787
C 1.445 -5.062 -0.174 0.01 0.03 -0.01 -0.299
C -0.274 -0.885 3.587 -0.01 0.00 -0.04 -0.033
C -0.711 -0.742 4.893 0.00 0.02 -0.05 -0.873
C -1.218 0.484 5.286 -0.01 0.01 -0.01 -0.950
C -1.303 1.493 4.347 0.00 0.01 0.02 -0.935
C -0.863 1.266 3.046 -0.01 0.00 -0.01 0.483
N -0.330 0.094 2.667 -0.04 0.04 -0.02 0.223
C -1.044 2.355 2.052 0.04 0.00 -0.04 -0.446
N -0.696 2.342 0.841 -0.16 -0.11 0.01 0.527
C -1.068 3.657 0.281 0.08 -0.05 0.05 -0.211
C -1.985 4.245 1.360 0.01 -0.02 -0.01 -0.760
O -1.666 3.454 2.534 0.00 0.02 -0.01 -0.450
C -1.617 3.501 -1.119 0.11 -0.03 0.04 0.275
C -0.832 2.805 -2.041 -0.08 0.02 -0.06 -0.044
C -1.272 2.632 -3.344 0.03 -0.04 0.00 -0.513
C -2.503 3.140 -3.742 -0.03 0.02 0.01 -0.791
C -3.280 3.842 -2.833 0.04 -0.01 0.00 -0.847
C -2.834 4.026 -1.528 -0.03 0.02 -0.02 -0.345
H -0.262 -5.137 2.977 0.00 0.00 0.02 0.396
H 1.165 -4.813 3.994 0.02 0.02 0.00 0.301
H 2.295 -4.076 2.046 0.00 0.00 0.00 0.553
H -1.245 -3.370 0.995 0.01 -0.01 -0.01 0.542
H -2.149 -4.095 -1.184 -0.01 0.00 0.00 0.469
H -0.746 -5.419 -2.730 0.01 0.00 0.00 0.467
H 1.545 -6.068 -2.065 0.00 0.00 0.00 0.472
H 2.452 -5.344 0.111 0.00 0.00 0.00 0.449
H -0.645 -1.580 5.570 0.00 0.00 0.00 0.637
H -1.556 0.644 6.301 0.00 0.00 0.00 0.508
H -1.715 2.459 4.594 0.00 0.00 0.00 0.654
H -0.138 4.234 0.220 -0.01 0.02 0.00 0.378
H -3.043 4.090 1.150 -0.02 0.01 -0.02 0.406
H -1.798 5.289 1.589 -0.01 0.01 0.01 0.259
H 0.134 2.414 -1.731 -0.03 0.03 0.00 0.454
H -0.651 2.109 -4.060 -0.01 -0.01 0.01 0.490
H -2.842 3.009 -4.761 0.00 0.01 0.01 0.448
H -4.228 4.264 -3.140 0.00 -0.01 0.00 0.448
H -3.448 4.602 -0.849 0.00 -0.01 0.04 0.445
C 4.699 4.607 1.026 0.00 -0.02 0.01 -1.146
C 3.639 4.157 2.033 0.00 0.01 0.00 -0.385
C 3.409 2.682 1.998 0.05 0.05 -0.02 0.279
N 2.324 2.128 1.603 -0.16 -0.06 0.06 -0.735
N 2.383 0.751 1.631 0.05 0.09 0.13 0.052
C 3.540 0.289 2.057 -0.02 -0.07 -0.10 0.242
N 3.830 -1.012 2.184 -0.12 -0.02 -0.04 -0.239
S 4.650 1.543 2.458 0.01 -0.02 0.00 -0.157
H 4.820 5.688 1.066 0.00 0.00 0.00 0.382
H 4.411 4.333 0.010 0.00 0.00 0.00 0.293
H 5.669 4.157 1.239 0.00 0.00 -0.01 0.371
H 2.679 4.628 1.823 -0.01 0.00 0.00 0.171
H 3.932 4.451 3.043 0.00 0.00 0.00 0.349
H 3.105 -1.678 1.954 0.05 0.01 -0.02 -0.011
H 4.776 -1.323 2.315 -0.01 0.00 0.01 0.232
C -1.096 -1.553 -5.113 -0.04 -0.01 0.02 -0.740
C 0.040 -0.899 -4.653 0.03 0.03 0.03 -0.927
C 0.142 -0.532 -3.325 -0.01 0.02 -0.03 -0.659
C -0.914 -0.805 -2.437 0.04 -0.01 -0.05 2.167
C -2.067 -1.455 -2.923 -0.05 -0.03 0.01 -0.918
C -2.149 -1.831 -4.248 0.02 -0.01 -0.03 -0.922
P -0.839 -0.454 -0.715 -0.09 0.15 0.10 -0.631
C 2.027 -0.557 -0.834 0.02 -0.15 0.00 -0.033
C 2.758 0.523 -1.321 0.04 0.05 -0.01 -0.280
C 3.695 0.330 -2.330 0.01 -0.01 0.00 -0.649
C 3.911 -0.940 -2.853 -0.01 -0.02 0.01 -0.977
C 3.180 -2.015 -2.366 0.02 0.03 -0.03 -0.524
C 2.233 -1.823 -1.367 -0.02 0.03 -0.01 1.186
C -2.515 -0.190 -0.215 0.03 -0.05 0.09 1.181
C -2.944 -0.729 1.006 0.01 0.02 -0.04 -0.384
C -4.241 -0.518 1.437 0.03 -0.02 0.01 -0.861
C -5.101 0.262 0.673 -0.02 0.02 -0.01 -0.819
C -4.677 0.817 -0.529 -0.05 0.04 0.02 -0.805
C -3.394 0.585 -0.986 0.08 -0.03 -0.02 -0.363
H -1.165 -1.845 -6.153 0.00 0.00 0.00 0.478
H 0.850 -0.673 -5.332 0.00 0.00 0.01 0.545
H 1.017 0.003 -2.990 0.02 -0.03 0.03 0.815
H -2.886 -1.689 -2.257 0.01 0.01 0.00 0.632
H -3.033 -2.340 -4.609 0.01 0.00 0.00 0.522
H 2.592 1.518 -0.925 0.01 0.00 -0.02 0.315
H 4.257 1.174 -2.708 0.00 0.00 0.00 0.507
H 4.643 -1.088 -3.636 0.00 0.00 0.00 0.435
H 3.333 -3.007 -2.773 0.00 0.01 -0.01 0.545
H 1.634 -2.661 -1.036 0.01 0.00 0.02 -0.287
H -2.268 -1.334 1.596 0.01 0.01 0.02 0.340
H -4.586 -0.960 2.363 0.00 0.00 0.00 0.527
H -6.113 0.437 1.016 0.00 0.00 0.00 0.435
H -5.350 1.430 -1.113 0.00 0.00 0.00 0.516
H -3.062 1.022 -1.920 0.00 0.01 -0.02 0.592
```
Positions in Å, forces in eV/Å.

gap between HOMO and LUMO	6.458	eV
ΔE to the lowest compared entry with this formula, charge and spin	131.08	kJ/mol
lowest unoccupied orbital energy	-0.2593	Eh
total charge	+2
HOMO	-13.51	eV